C13H23K2N4O9S as an isolated structure at a distorted geometry, computed with ωB97M-V/def2-TZVPD.

Calculated values
Multiplicity: 2
Energy (Eh): -3003.02499
Orbital gap (spin up / spin down) (hartree): 0.0787 / 0.2464
Net charge: 0
HOMO (spin up / spin down) (eV): -3.237 / -7.643

Geometry (Å):
K -0.9274 4.8277 1.3053
K 2.5729 1.7595 1.1409
C -0.6345 0.9275 0.0164
O -0.2166 2.1909 0.5735
H -1.3043 1.0509 -0.8347
H 0.1729 0.4007 -0.4923
H -1.1009 0.2486 0.7304
C -4.3408 1.3064 0.2368
N -4.0534 2.6804 -0.1522
O -4.4473 2.9386 -1.2827
O -3.4463 3.4722 0.6011
H -3.9424 0.5883 -0.4799
H -5.4146 1.2418 0.0615
H -3.8920 1.0554 1.1980
C -2.7936 -3.2142 0.4334
N -1.7139 -3.8429 1.2985
O -1.6947 -3.4366 2.4163
O -0.9808 -4.7259 0.8554
H -3.5482 -2.8990 1.1541
H -3.1433 -3.9760 -0.2633
H -2.4112 -2.2432 0.1187
C -0.2885 2.6257 -3.2285
C -1.8612 2.7012 -3.2046
O -2.1733 3.7406 -4.1477
S -0.8597 4.6864 -4.6741
O -0.5219 5.7379 -3.7299
O -0.8372 5.0228 -6.1011
O 0.1050 3.3505 -4.3735
H 0.0122 1.5844 -3.3439
H 0.1706 3.0745 -2.3476
H -2.2886 3.1272 -2.2969
H -2.4508 1.8362 -3.5086
N 3.8008 -2.8399 0.1741
C 2.6648 -2.3798 -0.5452
C 2.9987 -1.2236 -1.1896
C 4.4249 -1.1596 -1.0492
C 4.8771 -2.0744 -0.0867
H 3.7542 -3.5865 0.8528
H 1.7292 -2.9085 -0.4379
H 2.2963 -0.6352 -1.7613
H 4.9266 -0.4223 -1.6584
H 5.8486 -2.1612 0.3769
N 1.6629 -2.7457 3.1046
C 1.0923 -1.5083 3.3768
C 1.8557 -0.7012 4.1573
C 2.9972 -1.4789 4.4328
C 2.7938 -2.7703 3.8602
H 1.2231 -3.4955 2.5902
H 0.1250 -1.2905 2.9487
H 1.7930 0.3625 4.3333
H 3.9026 -1.2212 4.9622
H 3.4869 -3.5984 3.8797

Force components x, y, z for each atom (eV/Å):
-0.69 -1.17 -0.57
-0.86 -0.29 -0.23
0.70 2.23 0.14
0.55 -1.20 -0.24
-0.76 0.26 0.01
0.78 -0.52 0.19
-0.13 -0.13 0.28
0.25 0.23 -0.11
0.13 -2.69 1.29
-0.81 1.33 -3.22
1.41 1.68 1.60
0.45 0.11 -0.43
-0.26 -0.43 0.90
-0.66 0.22 0.21
0.15 -0.11 1.05
-0.46 -0.84 -1.56
0.63 0.54 1.71
-0.53 0.89 0.00
-0.20 -0.52 -0.10
0.24 0.61 -0.27
0.28 -0.43 -0.85
-1.33 -0.19 0.26
0.47 1.66 0.34
0.62 2.67 -2.26
0.15 -2.24 0.80
-0.77 -1.42 -1.04
-0.52 -1.29 3.09
0.50 1.58 -1.44
0.28 0.21 -0.12
-0.21 -0.16 0.17
0.27 -0.71 0.47
0.48 -0.11 -0.07
-2.01 -0.38 -0.32
0.66 -0.57 1.96
0.76 -1.78 0.01
-0.01 1.53 0.42
-0.52 1.46 -1.96
0.06 0.19 -0.20
0.05 0.10 0.06
0.37 0.01 -0.25
0.75 -0.04 0.52
-0.18 -0.32 -0.15
-0.23 1.78 1.69
-2.19 -0.25 -1.85
1.26 -0.43 -0.57
0.42 -2.65 -0.37
1.67 1.64 0.44
-0.05 0.12 0.32
0.03 0.02 -0.06
-0.61 -0.19 0.24
-0.18 0.06 0.14
-0.19 -0.06 -0.05

=====

C15H27Br12ClNO4Si as an isolated structure at a distorted geometry, computed with ωB97M-V/def2-TZVPD.

Calculated values
Energy (Eh): -32581.36261
Orbital gap (hartree): 0.2271
Net charge: -1
HOMO (eV): -4.831

Geometry (Å):
C 3.9430 1.4271 1.4540
C 3.3855 2.0299 0.1710
C 2.3982 1.1063 -0.5697
O 1.0452 1.4670 -0.5517
C 0.5101 1.7847 0.7252
N -0.9244 1.6648 0.7133
C -1.4454 0.7064 1.6716
C -0.8703 -0.7028 1.5283
O -0.5364 -0.9446 0.1920
Si 0.3786 -2.2463 -0.2240
C 1.0097 -1.8928 -1.9600
C -0.5710 -3.8733 -0.1963
C 1.8916 -2.5099 0.8842
C -1.4868 3.0009 0.8856
Cl -3.2597 2.9510 1.1713
C -1.2667 3.9225 -0.3626
O -1.0245 5.1062 -0.0504
O -1.3837 3.3827 -1.4745
H 4.2745 0.4126 1.2383
H 3.2056 1.3469 2.2467
H 4.8218 1.9564 1.8060
H 4.2385 2.1580 -0.4925
H 2.9667 3.0166 0.3280
H 2.5534 0.0796 -0.2251
H 2.6761 1.1203 -1.6210
H 0.7919 2.8148 0.9488
H 0.9655 1.1578 1.4974
H -2.5138 0.6194 1.5369
H -1.2990 1.0234 2.7161
H -0.0160 -0.8271 2.1976
H -1.6497 -1.3872 1.8717
H 0.5341 -2.6016 -2.6349
H 2.0869 -1.9729 -2.0200
H 0.6915 -0.9075 -2.2729
H -1.6420 -3.7463 -0.2650
H -0.2929 -4.4369 0.6876
H -0.2493 -4.4467 -1.0624
H 1.7492 -3.3645 1.5365
H 2.0368 -1.6302 1.5068
H 2.7919 -2.6087 0.2886
H -1.0615 3.5173 1.7447
C 4.8909 0.1885 -3.4526
Br 4.5410 -1.6034 -2.8428
Br 3.2652 1.1613 -3.7545
Br 6.0666 1.1201 -2.2473
H 5.4006 0.1075 -4.3998
C -4.7007 6.4626 1.1972
Br -4.1734 6.0214 -0.5749
Br -5.0846 8.3472 1.4050
Br -6.1850 5.3893 1.8104
H -3.8643 6.2389 1.8433
C -2.7688 -6.5392 2.4375
Br -2.4892 -4.7173 2.9775
Br -3.9095 -6.6699 0.8950
Br -1.1005 -7.4570 2.1609
H -3.2752 -7.0372 3.2494
C -3.3141 -1.6699 -3.2901
Br -1.9925 -0.3422 -2.9241
Br -2.8212 -2.8106 -4.7679
Br -3.7167 -2.7027 -1.7137
H -4.2218 -1.1604 -3.5738

Force components x, y, z for each atom (eV/Å):
-0.06 -0.27 -0.22
0.22 -0.37 -0.03
0.27 0.48 0.05
-0.16 -0.10 0.09
0.09 0.04 -0.59
-0.16 0.13 0.58
0.04 -0.28 0.06
-0.23 0.59 0.18
0.18 -0.49 0.18
0.64 -0.30 -0.79
-0.65 -0.23 0.41
0.39 0.34 -0.03
-0.59 0.53 0.09
0.10 -0.10 -0.53
-0.17 0.03 0.07
0.01 -0.07 -0.45
0.10 0.11 0.10
-0.04 0.17 0.24
0.06 -0.20 0.01
-0.11 0.14 0.20
0.04 0.28 0.22
-0.01 0.21 -0.08
-0.19 0.19 0.02
-0.12 -0.29 0.27
-0.34 -0.11 0.69
0.03 0.21 0.12
0.00 -0.31 0.06
-0.19 0.19 -0.18
0.05 0.06 0.16
0.27 -0.09 -0.06
-0.04 -0.27 0.08
0.13 -0.11 -0.27
0.01 -0.05 -0.05
0.14 0.32 -0.02
-0.20 -0.05 0.12
-0.18 -0.18 0.22
0.02 -0.17 -0.16
0.17 -0.19 0.12
0.11 0.14 0.21
0.16 -0.23 -0.12
-0.12 0.01 0.33
-0.11 0.02 -0.01
0.26 0.01 -0.05
0.24 0.05 -1.02
0.15 -0.05 -0.08
0.04 0.00 -0.02
0.12 -0.11 -0.05
-0.07 0.07 -0.14
-0.02 0.02 0.02
-0.03 0.02 0.01
0.03 -0.03 0.03
0.01 0.03 0.00
-0.04 0.03 0.00
0.02 0.06 -0.01
0.02 -0.01 -0.01
-0.01 -0.03 0.03
0.14 0.20 0.04
-0.16 0.18 0.06
0.00 -0.06 -0.02
-0.18 -0.04 -0.04
-0.06 -0.04 -0.03

=====

C12H25MnNSe2 as an isolated structure at a distorted geometry, computed with ωB97M-V/def2-TZVPD.

Calculated values
Multiplicity: 2
Energy (Eh): -6480.16355
Orbital gap (spin up / spin down) (hartree): 0.3154 / 0.3181
Net charge: +2
HOMO (spin up / spin down) (eV): -16.503 / -15.834

Geometry (Å):
Mn -0.4551 0.1007 0.0795
C 0.2570 -1.2107 3.4138
Se -1.2730 -0.8116 2.2934
C -1.6592 -2.5947 1.6309
C -0.5552 -3.2352 0.8210
Se -0.1142 -2.2508 -0.8018
C 1.8054 -2.5172 -0.7559
H -0.1021 -1.8339 4.2272
H 0.6158 -0.2644 3.8085
H 1.0438 -1.7081 2.8559
H -2.5866 -2.4953 1.0715
H -1.8722 -3.1913 2.5167
H -0.8652 -4.2253 0.4931
H 0.3688 -3.3350 1.3841
H 1.9894 -3.5733 -0.9274
H 2.2099 -2.1991 0.2007
H 2.2329 -1.9365 -1.5694
C -2.1198 2.5849 -0.8458
C -2.2904 1.1766 -1.4961
C -1.1023 0.9206 -2.4311
C -3.6380 1.1141 -2.2091
C -2.2037 0.2399 -0.3331
H -2.0386 3.3265 -1.6428
H -1.2158 2.6714 -0.2360
H -2.9711 2.8441 -0.2158
H -1.0479 1.6845 -3.2079
H -1.1580 -0.0598 -2.9019
H -0.1197 0.9924 -1.9156
H -3.6780 1.8881 -2.9788
H -4.4576 1.2863 -1.5094
H -3.7912 0.1484 -2.6943
H -3.1281 0.0267 0.2018
C 4.3693 2.4357 -0.1789
C 3.8431 1.5402 0.9587
C 2.4755 1.0673 0.7080
N 1.4037 0.7003 0.5240
H 5.4064 2.6842 0.0349
H 3.7992 3.3603 -0.2421
H 4.3301 1.9216 -1.1371
H 3.8255 2.0715 1.9112
H 4.4672 0.6559 1.0953

Force components x, y, z for each atom (eV/Å):
-0.82 -1.07 0.09
0.04 0.03 -0.06
0.26 0.52 -0.55
-0.01 -0.13 0.09
-0.06 -0.12 0.05
-0.30 0.81 0.06
0.04 0.06 -0.02
0.03 -0.03 0.05
0.00 0.02 0.03
0.02 -0.01 -0.01
-0.05 -0.02 -0.06
-0.04 -0.09 0.00
-0.01 -0.07 0.04
0.02 -0.03 0.07
0.04 -0.04 0.00
0.01 0.00 0.00
0.02 -0.01 -0.01
-0.21 0.03 -0.12
0.07 0.29 0.44
-0.03 -0.10 -0.04
0.04 -0.11 -0.22
0.18 0.01 -0.06
-0.06 0.00 0.02
0.15 -0.04 0.05
0.02 -0.03 -0.02
0.05 -0.02 0.03
-0.04 0.02 -0.05
0.11 0.02 0.10
-0.02 -0.04 0.02
0.06 0.01 -0.03
0.00 0.03 0.02
-0.04 -0.06 0.01
-0.07 -0.06 0.09
-0.26 0.01 -0.22
0.50 0.21 0.22
0.41 0.09 -0.03
-0.02 0.01 0.00
0.00 -0.01 -0.01
0.01 0.00 0.00
-0.03 0.02 0.04
0.00 -0.07 -0.02

=====

One molecule with the formula C8H4Cl2 at a distorted geometry, computed with ωB97M-V/def2-TZVPD.

Calculated values
SMILES: ClC1=C(Cl)c2ccccc21
Energy (Eh): -1227.44849
Orbital gap (spin up / spin down) (hartree): 0.2416 / 0.2391
Net charge: 0
HOMO (spin up / spin down) (eV): -7.256 / -7.207

Geometry (Å):
C 1.6064 -0.8337 -0.4043
C 1.2490 -0.9638 1.0322
C 0.7606 -0.3347 -1.3555
C 0.0595 -0.5544 1.4685
C -0.3571 0.3934 -0.8726
C -0.7223 0.2772 0.5948
C -1.3178 1.2229 -1.2495
C -1.7548 1.0837 0.5042
Cl -1.8038 2.0253 -2.6194
Cl -2.8660 1.7552 1.4860
H 2.5293 -1.3687 -0.5649
H 1.7920 -1.4614 1.7632
H 1.0413 -0.4284 -2.3264
H -0.2163 -0.8127 2.5438

Force components x, y, z for each atom (eV/Å):
-0.42 -0.65 0.93
-1.48 1.02 -1.68
1.49 -0.17 3.11
-0.77 0.36 2.35
0.39 -0.91 0.30
0.68 -0.92 -0.70
-0.92 -0.04 2.78
0.16 0.67 -2.84
-0.21 0.26 -0.38
-1.21 0.69 1.02
0.12 0.13 -0.99
1.62 -1.07 0.57
0.50 -0.03 -2.84
0.06 0.65 -1.62

=====

- Among the records above, which one has the lowest net charge?
  C15H27Br12ClNO4Si

=====

- The highest net charge belongs to which entry?
  C12H25MnNSe2

=====

Copy entry 1 word for word.
C13H23K2N4O9S as an isolated structure at a distorted geometry, computed with ωB97M-V/def2-TZVPD.

Calculated values
Multiplicity: 2
Energy (Eh): -3003.02499
Orbital gap (spin up / spin down) (hartree): 0.0787 / 0.2464
Net charge: 0
HOMO (spin up / spin down) (eV): -3.237 / -7.643

Geometry (Å):
K -0.9274 4.8277 1.3053
K 2.5729 1.7595 1.1409
C -0.6345 0.9275 0.0164
O -0.2166 2.1909 0.5735
H -1.3043 1.0509 -0.8347
H 0.1729 0.4007 -0.4923
H -1.1009 0.2486 0.7304
C -4.3408 1.3064 0.2368
N -4.0534 2.6804 -0.1522
O -4.4473 2.9386 -1.2827
O -3.4463 3.4722 0.6011
H -3.9424 0.5883 -0.4799
H -5.4146 1.2418 0.0615
H -3.8920 1.0554 1.1980
C -2.7936 -3.2142 0.4334
N -1.7139 -3.8429 1.2985
O -1.6947 -3.4366 2.4163
O -0.9808 -4.7259 0.8554
H -3.5482 -2.8990 1.1541
H -3.1433 -3.9760 -0.2633
H -2.4112 -2.2432 0.1187
C -0.2885 2.6257 -3.2285
C -1.8612 2.7012 -3.2046
O -2.1733 3.7406 -4.1477
S -0.8597 4.6864 -4.6741
O -0.5219 5.7379 -3.7299
O -0.8372 5.0228 -6.1011
O 0.1050 3.3505 -4.3735
H 0.0122 1.5844 -3.3439
H 0.1706 3.0745 -2.3476
H -2.2886 3.1272 -2.2969
H -2.4508 1.8362 -3.5086
N 3.8008 -2.8399 0.1741
C 2.6648 -2.3798 -0.5452
C 2.9987 -1.2236 -1.1896
C 4.4249 -1.1596 -1.0492
C 4.8771 -2.0744 -0.0867
H 3.7542 -3.5865 0.8528
H 1.7292 -2.9085 -0.4379
H 2.2963 -0.6352 -1.7613
H 4.9266 -0.4223 -1.6584
H 5.8486 -2.1612 0.3769
N 1.6629 -2.7457 3.1046
C 1.0923 -1.5083 3.3768
C 1.8557 -0.7012 4.1573
C 2.9972 -1.4789 4.4328
C 2.7938 -2.7703 3.8602
H 1.2231 -3.4955 2.5902
H 0.1250 -1.2905 2.9487
H 1.7930 0.3625 4.3333
H 3.9026 -1.2212 4.9622
H 3.4869 -3.5984 3.8797

Force components x, y, z for each atom (eV/Å):
-0.69 -1.17 -0.57
-0.86 -0.29 -0.23
0.70 2.23 0.14
0.55 -1.20 -0.24
-0.76 0.26 0.01
0.78 -0.52 0.19
-0.13 -0.13 0.28
0.25 0.23 -0.11
0.13 -2.69 1.29
-0.81 1.33 -3.22
1.41 1.68 1.60
0.45 0.11 -0.43
-0.26 -0.43 0.90
-0.66 0.22 0.21
0.15 -0.11 1.05
-0.46 -0.84 -1.56
0.63 0.54 1.71
-0.53 0.89 0.00
-0.20 -0.52 -0.10
0.24 0.61 -0.27
0.28 -0.43 -0.85
-1.33 -0.19 0.26
0.47 1.66 0.34
0.62 2.67 -2.26
0.15 -2.24 0.80
-0.77 -1.42 -1.04
-0.52 -1.29 3.09
0.50 1.58 -1.44
0.28 0.21 -0.12
-0.21 -0.16 0.17
0.27 -0.71 0.47
0.48 -0.11 -0.07
-2.01 -0.38 -0.32
0.66 -0.57 1.96
0.76 -1.78 0.01
-0.01 1.53 0.42
-0.52 1.46 -1.96
0.06 0.19 -0.20
0.05 0.10 0.06
0.37 0.01 -0.25
0.75 -0.04 0.52
-0.18 -0.32 -0.15
-0.23 1.78 1.69
-2.19 -0.25 -1.85
1.26 -0.43 -0.57
0.42 -2.65 -0.37
1.67 1.64 0.44
-0.05 0.12 0.32
0.03 0.02 -0.06
-0.61 -0.19 0.24
-0.18 0.06 0.14
-0.19 -0.06 -0.05

=====

- Which value of net charge does entry 3 give?
  +2